16
Properties=species:S:1:pos:R:3:forces:R:3 method="wB97M-V/def2-TZVPD" charge=0 smiles="CC(C)C=O.O" e_above_lowest_ev=1.465 energy_ha=-308.84433 gap_ev=10.3275
C 1.6230 0.2014 -0.5071 1.40 0.15 -1.09
C 0.7260 -0.4522 0.5035 -2.79 0.56 -0.18
C 0.2576 -1.8901 0.2984 1.60 -1.65 0.93
C -0.6274 0.3807 0.5267 1.78 -0.66 -0.17
O -0.7628 1.3865 1.1575 -0.17 0.08 0.49
H 2.3491 -0.5356 -0.8822 -0.06 0.22 0.09
H 2.2000 1.0377 -0.1108 -0.01 -0.16 0.46
H 1.1904 0.6712 -1.4083 -0.58 -0.62 0.37
H 1.0864 -0.3870 1.5242 0.48 0.16 0.02
H 1.0380 -2.6776 0.3908 0.46 0.87 0.21
H -0.1261 -2.2651 -0.6499 -0.97 0.92 0.01
H -0.3046 -2.1146 1.2188 -0.73 -0.17 -0.83
H -1.4023 -0.0178 -0.1565 -0.06 0.05 0.12
O -2.2974 2.0223 -0.9439 -0.31 -0.17 -1.06
H -2.8572 1.7147 -0.2363 -0.18 -0.02 0.41
H -2.0928 2.9252 -0.7249 0.15 0.46 0.21